P | A 21-piece molecular cluster, H42O21 overall. Source: the Open Molecules 2025 dataset; level of theory: wB97M-V/def2-TZVPD.

The net charge is 0. The orbital gap comes out at 9.64 eV. For the lowest unoccupied orbital energy, the calculation gives -0.4433 eV. The HOMO energy is -10.08 eV.

Last column: Mulliken charge in e.
Positions of all 63 atoms, in Å:
O  -2.14  1.42  -2.49  -0.6289
H  -1.54  1.19  -1.75  0.2975
H  -2.89  1.81  -1.95  0.2533
O  -1.01  -1.23  -1.18  -0.4948
H  -1.74  -1.97  -1.05  0.2443
H  -1.49  -0.73  -1.98  0.2221
O  -3.79  -2.84  -2.75  -0.6086
H  -2.93  -3.48  -2.64  0.3484
H  -3.82  -2.14  -3.19  0.2631
O  -0.33  1.45  4.54  -0.6429
H  0.20  0.77  4.06  0.2424
H  -1.24  1.02  4.45  0.3225
O  1.98  -3.38  -1.12  -0.6693
H  2.70  -2.78  -1.49  0.2766
H  1.64  -2.84  -0.51  0.3984
O  -3.80  0.97  1.19  -0.5850
H  -4.12  1.18  2.07  0.2475
H  -4.57  0.67  0.65  0.3156
O  -1.74  4.71  -0.87  -0.5944
H  -1.58  4.64  -1.76  0.2813
H  -0.96  5.18  -0.39  0.3202
O  1.85  -0.92  -0.40  0.5227
H  2.27  -0.81  -1.30  0.0541
H  1.53  -0.07  -0.16  -0.3997
O  3.23  -2.16  1.89  -0.7515
H  3.55  -1.75  0.95  0.4195
H  2.34  -2.61  1.61  0.2833
O  -5.32  -0.11  -0.91  -0.6800
H  -5.27  0.57  -1.53  0.2963
H  -5.04  -0.97  -1.34  0.3176
O  0.61  0.60  1.40  0.1990
H  -0.12  0.11  0.99  0.0783
H  1.05  1.25  0.79  0.0617
O  2.12  2.06  -1.00  -0.7012
H  2.15  2.77  -1.48  0.2909
H  2.80  1.77  -0.44  0.2117
O  4.12  0.10  -1.17  -0.5588
H  3.83  -0.43  -1.99  0.3420
H  5.09  0.14  -1.36  0.2415
O  -0.94  3.48  2.82  -0.5604
H  -1.81  3.33  3.03  0.2585
H  -0.47  3.68  3.65  0.2891
O  -1.30  1.43  0.35  -0.3047
H  -1.03  2.33  0.69  0.2324
H  -2.11  1.22  0.82  0.3005
O  1.97  -4.62  1.93  -0.6235
H  0.92  -4.60  1.99  0.3736
H  2.02  -4.79  1.02  0.3195
O  3.48  0.42  2.52  -0.6612
H  3.72  -0.36  2.14  0.3382
H  2.55  0.55  2.44  0.2000
O  -0.15  -3.11  1.35  -0.5865
H  -0.95  -2.76  0.86  0.2051
H  -0.08  -2.59  2.09  0.3668
O  2.26  0.55  -3.30  -0.6160
H  1.47  0.58  -3.79  0.2805
H  2.23  1.17  -2.51  0.4151
O  0.72  -1.55  3.39  -0.8072
H  1.35  -2.08  2.68  0.1762
H  1.39  -1.03  3.81  0.3693
O  -0.93  1.77  -5.14  -0.6139
H  -1.27  1.17  -4.49  0.3120
H  -0.66  2.64  -4.71  0.3002

Q | A 21-piece molecular cluster, H42O21 overall. Source: the Open Molecules 2025 dataset; level of theory: wB97M-V/def2-TZVPD.

The net charge is 0. The orbital gap comes out at 9.72 eV. For the lowest unoccupied orbital energy, the calculation gives -0.2088 eV. The HOMO energy is -9.93 eV.

Last column: Mulliken charge in e.
Positions of all 63 atoms, in Å:
O  -2.25  2.65  -2.59  -0.6239
H  -2.33  1.83  -2.01  0.3259
H  -2.69  3.35  -2.10  0.2611
O  -1.28  -2.55  -0.15  -0.6097
H  -1.82  -2.96  -0.96  0.3839
H  -0.58  -3.20  -0.29  0.2653
O  -1.05  -0.95  -3.69  -0.7043
H  -0.20  -0.83  -4.00  0.4489
H  -1.61  -0.26  -4.01  0.2615
O  -3.05  -1.78  3.46  -0.6518
H  -3.06  -1.80  2.43  0.3353
H  -2.21  -1.54  3.74  0.2010
O  0.61  -4.81  -0.32  -0.6886
H  1.07  -4.27  -0.93  0.3323
H  -0.09  -5.26  -1.00  0.3422
O  -2.50  0.92  3.79  -0.4995
H  -2.33  0.57  4.70  0.3410
H  -3.40  1.15  3.80  0.2119
O  -0.97  2.73  0.14  -0.6076
H  -1.65  3.28  -0.39  0.2121
H  -1.00  3.06  1.04  0.4422
O  3.17  -0.23  -2.93  -0.6149
H  3.07  -0.16  -1.94  0.2594
H  3.71  -0.92  -3.04  0.2200
O  2.20  -2.77  1.11  -0.4844
H  1.79  -2.92  0.35  0.1990
H  2.01  -2.07  1.59  0.2139
O  -3.74  2.17  -0.01  -0.6412
H  -4.46  2.22  0.61  0.2805
H  -2.93  1.68  0.43  0.3360
O  -0.41  0.03  4.22  -0.7271
H  0.52  -0.20  4.10  0.2805
H  -0.60  -0.79  3.78  0.5336
O  4.41  2.20  -1.79  -0.6435
H  3.75  1.86  -2.36  0.3227
H  4.46  1.60  -1.08  0.3925
O  1.14  0.22  -4.48  -0.7162
H  1.60  -0.16  -3.75  0.5265
H  1.92  0.30  -4.89  0.1975
O  -1.50  3.35  2.75  -0.6852
H  -1.62  2.49  3.14  0.3414
H  -0.76  3.71  3.26  0.3548
O  0.61  1.28  1.84  -0.4952
H  0.26  0.72  2.46  0.3308
H  -0.35  1.37  1.70  0.1896
O  -1.47  -3.29  -2.63  -0.6667
H  -1.21  -2.53  -3.22  0.4020
H  -2.35  -3.45  -2.75  0.2717
O  3.53  0.23  0.12  -0.6472
H  4.03  0.00  0.86  0.2585
H  3.26  1.14  0.34  0.3069
O  -0.44  -1.97  2.80  -0.6156
H  -0.54  -2.93  2.83  0.2936
H  -0.83  -1.81  1.91  0.2860
O  1.32  2.03  -1.60  -0.4355
H  1.03  1.61  -0.77  0.2307
H  0.94  2.93  -1.39  0.2847
O  2.55  -1.03  3.77  -0.5269
H  3.31  -1.05  4.19  0.2400
H  2.41  -1.66  3.10  0.2831
O  -0.40  2.83  -4.61  -0.5787
H  -1.11  2.75  -4.22  0.2872
H  0.13  1.91  -4.44  0.3759

Which of them is the least stable? Correct choice: P.

P | C5H11BO as an isolated structure. Source: the Open Molecules 2025 dataset; level of theory: wB97M-V/def2-TZVPD.

The net charge is 0. The orbital gap comes out at 9.41 eV. For the lowest unoccupied orbital energy, the calculation gives 0.6438 eV. The HOMO energy is -8.76 eV.

Last column: Mulliken charge in e.
Positions of all 18 atoms, in Å:
B  -2.86  0.21  -1.69  0.2009
C  0.22  -1.49  -0.27  -0.3085
C  -0.12  -0.69  0.73  0.0885
C  1.07  -1.01  -1.46  -0.8067
C  -1.51  1.05  1.98  -0.9931
C  -0.34  0.10  1.79  -0.1158
O  -2.65  -0.53  -0.81  -0.2366
H  4.72  0.20  -1.78  0.0947
H  -3.39  0.80  -2.65  0.0263
H  -0.42  -2.40  -0.43  0.2579
H  2.12  -0.89  -1.32  0.2020
H  0.89  -1.58  -2.43  0.2830
H  0.68  -0.02  -1.57  0.2845
H  -1.16  1.96  2.48  0.3281
H  -2.32  0.69  2.49  0.3375
H  -1.84  1.19  1.04  0.2070
H  0.29  -0.07  2.74  0.2458
H  4.39  -0.41  -2.14  -0.0954

Q | One molecule with the formula C5H11BO. Source: the Open Molecules 2025 dataset; level of theory: wB97M-V/def2-TZVPD.

The net charge is 0. The orbital gap comes out at 9.94 eV. The SMILES is CBO/C(C)=C\C. For the lowest unoccupied orbital energy, the calculation gives 0.8109 eV. The HOMO energy is -9.13 eV.

Last column: Mulliken charge in e.
Positions of all 18 atoms, in Å:
C  -2.15  -0.34  -0.60  -0.9161
B  -1.53  0.28  0.76  0.4653
O  -0.33  0.81  0.89  -0.5741
C  0.82  0.65  0.19  0.5860
C  1.37  1.99  -0.29  -1.0416
C  1.36  -0.50  0.00  0.0587
C  0.75  -1.83  0.31  -1.1244
H  -3.00  0.24  -0.64  0.3343
H  -2.49  -1.37  -0.43  0.2759
H  -1.37  -0.20  -1.36  0.2788
H  -2.33  0.81  1.56  -0.1295
H  1.05  2.42  -1.36  0.2208
H  2.48  1.62  -0.27  0.2809
H  1.19  2.70  0.55  0.2702
H  2.39  -0.69  -0.58  0.1810
H  1.53  -2.56  0.73  0.3615
H  -0.04  -1.81  1.15  0.2084
H  0.31  -2.23  -0.61  0.2638

Which of them is the least stable? Correct choice: P.

P | A 2-piece molecular cluster, C8H16NO overall. Source: the Open Molecules 2025 dataset; level of theory: wB97M-V/def2-TZVPD.

The net charge is +1. The orbital gap comes out at 10.30 eV. For the lowest unoccupied orbital energy, the calculation gives -4.2024 eV. The HOMO energy is -14.50 eV.

Last column: Mulliken charge in e.
Positions of all 26 atoms, in Å:
C  -3.33  -2.57  1.35  -0.0722
C  1.77  0.40  0.40  -1.6608
C  0.58  2.58  0.72  -1.6033
C  0.72  1.43  -1.67  -1.2043
C  -0.20  -1.94  -1.06  -0.8538
C  -0.75  0.34  0.08  -1.1260
C  0.56  1.29  -0.16  1.3065
C  -0.42  -1.11  0.28  0.8126
N  -2.41  -2.05  0.91  -0.3838
O  -0.10  -1.54  1.43  -0.2559
H  -3.96  -3.25  1.96  0.3551
H  1.76  -0.50  -0.17  0.4296
H  2.67  0.92  0.10  0.5847
H  1.73  0.22  1.43  0.3875
H  -0.05  3.41  0.38  0.3587
H  1.61  2.84  0.61  0.4525
H  0.45  2.36  1.75  0.4571
H  0.11  2.32  -2.01  0.3496
H  0.43  0.50  -2.14  0.3380
H  1.79  1.72  -1.65  0.3741
H  0.30  -1.15  -1.66  0.1141
H  0.47  -2.81  -1.10  0.3658
H  -1.15  -2.08  -1.60  0.3425
H  -1.09  0.56  1.09  0.3640
H  -1.50  0.55  -0.78  0.3508
H  0.01  -2.44  1.51  0.4170

Q | An isolated ion of composition C8H16NO and charge +1. Source: the Open Molecules 2025 dataset; level of theory: wB97M-V/def2-TZVPD.

The net charge is +1. The orbital gap comes out at 9.55 eV. For the lowest unoccupied orbital energy, the calculation gives -3.1333 eV. The HOMO energy is -12.68 eV.

Last column: Mulliken charge in e.
Positions of all 26 atoms, in Å:
C  -1.41  -0.86  -0.15  0.6139
C  -0.65  0.21  -0.31  -0.1829
C  -0.62  -2.14  -0.12  -0.9478
C  1.29  -0.70  -0.29  -0.2981
C  -2.90  -0.92  0.19  -1.2861
C  -0.19  2.50  0.49  -1.0046
C  3.31  0.48  -0.05  -0.7539
C  -0.82  1.59  -0.63  -0.1597
N  0.88  -2.04  0.26  -0.1257
O  2.11  -0.13  0.57  -0.3716
H  -1.10  -2.99  0.29  0.5935
H  -0.57  -2.53  -1.14  0.3486
H  1.41  -0.75  -1.38  0.4681
H  -3.78  -1.39  -0.42  0.2906
H  -3.30  0.11  0.23  0.3280
H  -2.91  -1.42  1.13  0.3178
H  0.65  3.18  0.07  0.2166
H  0.26  1.89  1.27  0.3496
H  -0.98  3.22  0.68  0.3379
H  4.04  -0.29  -0.19  0.3576
H  3.56  1.26  0.65  0.2737
H  3.11  0.94  -1.00  0.3495
H  -0.26  1.71  -1.61  0.2093
H  -1.98  1.80  -0.79  0.3512
H  1.09  -2.12  1.20  0.3531
H  1.36  -2.90  -0.12  0.3717

Which of them is the least stable? Correct choice: Q.

P | One molecule with the formula C9H12O4. Source: the Open Molecules 2025 dataset; level of theory: wB97M-V/def2-TZVPD.

The net charge is 0. The orbital gap comes out at 10.56 eV. The SMILES is CCCC[C@](O)(C#CC=O)OC=O. For the lowest unoccupied orbital energy, the calculation gives 0.0137 eV. The HOMO energy is -10.55 eV.

Last column: Mulliken charge in e.
Positions of all 25 atoms, in Å:
C  3.53  -0.47  -0.92  -1.1173
C  2.63  -0.07  0.23  -0.6687
C  1.13  -0.16  -0.10  -0.4555
C  0.32  0.85  0.86  -1.3000
C  -1.10  0.98  0.46  1.1719
O  -1.76  1.66  1.45  -0.5666
C  -1.78  -0.48  0.31  -0.4457
C  -2.16  -1.61  0.37  0.6130
C  -2.91  -2.82  0.50  -0.3610
O  -2.98  -3.65  -0.37  -0.4533
O  -1.14  1.64  -0.84  -0.3145
C  -2.29  1.81  -1.44  0.1341
O  -3.34  1.61  -0.89  -0.5060
H  3.21  0.19  -1.81  0.3151
H  3.47  -1.59  -1.14  0.2398
H  4.54  -0.35  -0.57  0.3600
H  2.93  -0.74  1.00  0.3487
H  2.96  0.84  0.64  0.4973
H  0.87  0.12  -1.16  0.2866
H  0.83  -1.09  0.18  0.2969
H  0.80  1.87  1.18  0.4264
H  0.26  0.41  1.82  0.4435
H  -2.69  1.86  1.13  0.4328
H  -3.14  -2.85  1.61  0.2360
H  -2.18  2.03  -2.50  0.3865

Q | C9H12O4 as an isolated structure. Source: the Open Molecules 2025 dataset; level of theory: wB97M-V/def2-TZVPD.

The net charge is 0. The orbital gap comes out at 8.84 eV. For the lowest unoccupied orbital energy, the calculation gives 0.4278 eV. The HOMO energy is -8.41 eV.

Last column: Mulliken charge in e.
Positions of all 25 atoms, in Å:
C  -0.70  2.88  -1.01  -0.6639
C  -1.07  1.04  0.32  0.3639
C  -2.15  0.16  0.45  -0.7882
C  -2.15  -1.15  0.23  0.9907
C  -1.01  -1.68  -0.21  -0.6477
C  0.09  -1.06  0.06  0.5566
C  2.24  -1.61  -0.99  -1.0325
C  0.17  0.26  0.22  0.1237
C  1.92  0.23  1.72  -0.6266
H  -1.53  2.57  -1.72  0.3035
H  -0.61  4.00  -0.75  0.3066
H  0.55  2.73  -1.52  0.1934
H  -3.20  0.58  0.57  0.2002
H  -4.23  -1.09  -0.13  0.3831
H  -1.05  -2.70  -0.45  0.4048
H  3.29  -2.07  -0.71  0.2819
H  2.65  -0.78  -1.23  0.4943
H  1.95  -2.03  -1.93  0.4135
H  1.42  0.53  2.62  0.3059
H  1.77  -0.96  1.59  0.2793
H  3.03  0.59  1.76  0.2290
O  -0.67  2.30  0.39  -0.4417
O  -3.41  -1.77  0.38  -0.6396
O  1.22  -1.82  -0.01  -0.4829
O  1.47  0.86  0.37  -0.5073

Which of them is the least stable? Correct choice: Q.